# 1
{"formula": "C19H17N6ORh", "method": "ωB97M-V/def2-TZVPD", "largest_force_ha_per_bohr": 0.062, "orbital_gap_ev": [6.3, 6.3], "total_charge": 2, "homo_energy_ev": [-14.94, -14.93], "total_energy_ev": -33959.531, "species": ["Rh", "C", "C", "C", "C", "C", "C", "N", "C", "C", "C", "C", "C", "N", "C", "C", "C", "C", "C", "C", "N", "H", "H", "H", "H", "H", "H", "H", "H", "H", "H", "H", "H", "H", "H", "H", "O", "H", "H", "N", "C", "N", "C", "N"], "coordinates": [[-0.7220, -0.1985, -0.0469], [-2.6017, -0.4907, 2.6303], [-1.1585, -0.3970, 3.0120], [-0.7586, -0.2727, 4.3406], [0.5791, -0.1212, 4.6380], [1.5167, -0.0992, 3.6115], [1.0781, -0.2413, 2.3160], [-0.2345, -0.3935, 2.0374], [1.9603, -0.2573, 1.1370], [3.3429, -0.3102, 1.1739], [4.0402, -0.3533, -0.0237], [3.3549, -0.3350, -1.2286], [1.9719, -0.2796, -1.2077], [1.3264, -0.2433, -0.0392], [1.1015, -0.2802, -2.3957], [1.5578, -0.1833, -3.6899], [0.6324, -0.2146, -4.7265], [-0.7124, -0.3225, -4.4400], [-1.1275, -0.3975, -3.1133], [-2.5764, -0.4349, -2.7406], [-0.2155, -0.3947, -2.1288], [-3.2012, -0.8778, 3.4510], [-2.7403, -1.1303, 1.7595], [-2.9785, 0.5059, 2.3893], [-1.5029, -0.2887, 5.1244], [0.9031, -0.0165, 5.6651], [2.5657, 0.0364, 3.8298], [3.8700, -0.3050, 2.1164], [5.1211, -0.4006, -0.0174], [3.8918, -0.3574, -2.1652], [2.6113, -0.0715, -3.8999], [0.9708, -0.1486, -5.7521], [-1.4473, -0.3494, -5.2324], [-3.1909, -0.7844, -3.5667], [-2.9095, 0.5722, -2.4805], [-2.7487, -1.0797, -1.8782], [-1.0149, -2.4681, 0.0534], [-1.3256, -3.0516, -0.6490], [-0.5537, -3.0191, 0.6969], [-1.6900, 6.1798, 0.9197], [-1.8017, 5.1099, 0.4970], [-1.9531, 3.9069, 0.0048], [-1.7028, 2.7236, 0.0471], [-1.5276, 1.5347, -0.0287]], "atomic_forces_ev_per_a": [[2.81, -1.47, 0.05], [0.05, 0.10, 0.01], [0.08, 0.00, 0.02], [0.06, -0.10, 0.03], [-0.02, 0.02, 0.10], [0.10, -0.05, -0.03], [0.01, -0.04, 0.05], [-1.35, 0.85, -0.47], [0.12, 0.06, 0.33], [0.01, 0.09, -0.06], [0.03, 0.05, 0.00], [0.03, 0.05, 0.05], [0.11, 0.03, -0.34], [-1.54, -0.20, -0.03], [0.03, -0.05, -0.04], [0.09, -0.02, 0.02], [-0.01, 0.02, -0.09], [0.06, -0.12, -0.04], [0.07, -0.01, -0.02], [0.08, 0.08, -0.01], [-1.40, 0.86, 0.47], [0.03, -0.04, 0.00], [-0.03, -0.04, -0.01], [0.00, -0.01, -0.03], [-0.01, 0.01, -0.02], [-0.01, 0.02, -0.01], [0.00, -0.03, 0.01], [-0.02, -0.07, 0.00], [-0.01, 0.01, 0.00], [-0.02, -0.05, 0.00], [0.00, -0.05, 0.00], [-0.02, 0.02, 0.01], [-0.01, 0.03, 0.02], [0.03, -0.03, 0.00], [-0.01, -0.01, 0.03], [-0.05, -0.02, 0.01], [0.31, 0.50, 0.09], [0.06, 0.04, -0.13], [0.01, -0.03, 0.03], [-0.01, -0.40, -0.23], [-0.12, 0.39, 0.63], [0.17, -0.75, -0.59], [0.52, 1.01, 0.06], [-0.24, -0.65, 0.12]], "nbo_charge": [1.21, -0.67, 0.29, -0.21, -0.09, -0.20, 0.15, -0.46, 0.19, -0.19, -0.09, -0.21, 0.27, -0.37, 0.14, -0.20, -0.10, -0.21, 0.27, -0.66, -0.45, 0.26, 0.23, 0.26, 0.26, 0.26, 0.25, 0.26, 0.26, 0.26, 0.25, 0.26, 0.26, 0.26, 0.26, 0.22, -0.93, 0.53, 0.52, -0.24, 0.39, -0.48, 0.69, -0.69]}

# 2
{"formula": "C6H9NO", "method": "ωB97M-V/def2-TZVPD", "smiles": "N[C@@H]1[C@@H]2[C@@H]3C[C@H]1O[C@@H]32", "largest_force_ha_per_bohr": 0.094, "orbital_gap_ev": 9.7, "homo_energy_ev": -8.72, "total_energy_ev": -9902.564, "species": ["N", "C", "C", "C", "C", "C", "O", "C", "H", "H", "H", "H", "H", "H", "H", "H", "H"], "coordinates": [[-0.8430, 0.0585, 2.0630], [-0.8214, 0.4532, 0.5836], [-0.8708, -0.8397, -0.0725], [0.6010, -1.1468, -0.1830], [1.3896, 0.0703, 0.2072], [0.3876, 1.1470, -0.1112], [0.1392, 0.7772, -1.5385], [-0.1074, -0.6452, -1.4152], [-0.9392, 0.9904, 2.4534], [-0.0520, -0.5258, 2.4371], [-1.6867, 1.2172, 0.4146], [-1.6217, -1.6702, -0.0499], [0.9789, -2.0898, -0.2314], [2.4380, 0.2638, -0.2836], [1.7209, 0.0467, 1.2921], [0.6672, 2.2507, 0.0225], [-0.1890, -1.3431, -2.2413]], "atomic_forces_ev_per_a": [[0.24, 1.60, -1.18], [-3.05, 2.15, 2.06], [0.43, -1.81, -3.26], [0.03, 2.17, -1.34], [4.35, 0.56, 1.99], [0.50, -1.64, -0.77], [-0.21, -0.03, 0.25], [-0.65, 0.55, 1.92], [0.44, -0.53, 1.30], [-0.91, 1.37, -0.87], [0.86, -1.78, 0.44], [0.69, 1.32, 0.59], [1.11, -2.43, 0.22], [-2.13, -0.75, 0.19], [-0.74, 0.18, -0.91], [-0.74, -1.85, -0.28], [-0.19, 0.91, -0.34]], "nbo_charge": [-0.85, -0.07, -0.27, -0.29, -0.43, 0.04, -0.51, 0.07, 0.36, 0.37, 0.21, 0.25, 0.23, 0.23, 0.21, 0.23, 0.22]}

# 3
{"formula": "C7H8N", "method": "ωB97M-V/def2-TZVPD", "largest_force_ha_per_bohr": 0.084, "orbital_gap_ev": [8.1, 8.1], "total_charge": 1, "homo_energy_ev": [-15.02, -15.02], "total_energy_ev": -8863.718, "species": ["C", "C", "C", "C", "C", "C", "C", "N", "H", "H", "H", "H", "H", "H", "H", "H"], "coordinates": [[0.0907, -0.9739, 0.5395], [-0.6518, 2.2913, 1.2576], [1.0807, 2.3704, -0.2009], [0.1616, 0.4899, 0.4293], [0.7594, 1.7394, 1.0796], [-0.2905, 1.7107, -0.1486], [-0.2825, -2.6916, -1.0815], [-0.3539, -1.4125, -0.5942], [-1.4796, 1.8142, 1.8436], [-0.8987, 3.3459, 1.2627], [0.9910, 3.5148, -0.2247], [2.0406, 2.0968, -0.8148], [0.5232, -1.7706, 1.3182], [0.5441, -3.0664, -1.6881], [-0.0586, -3.4470, -0.2665], [-1.0868, -2.9319, -1.8060]], "atomic_forces_ev_per_a": [[0.58, -0.77, -0.30], [-1.25, -0.78, 0.09], [2.58, 2.88, -1.89], [0.54, -1.39, 1.98], [-1.00, -0.95, 1.17], [-0.62, -0.37, -0.63], [-0.09, -3.17, 0.83], [0.36, 2.04, -0.72], [1.31, -0.26, -0.49], [0.89, 0.33, -0.33], [0.01, -1.78, 0.23], [-2.41, -0.22, 1.08], [-0.65, 2.51, -1.14], [0.88, 1.38, -0.40], [-1.07, 0.38, -0.39], [-0.07, 0.20, 0.92]], "nbo_charge": [-0.06, -0.39, -0.41, 0.42, -0.04, -0.05, -0.52, -0.15, 0.27, 0.28, 0.28, 0.29, 0.25, 0.32, 0.22, 0.28]}

# 4
{"formula": "C5H7N2OS", "method": "ωB97M-V/def2-TZVPD", "largest_force_ha_per_bohr": 0.071, "orbital_gap_ev": [6.8, 6.8], "total_charge": -1, "homo_energy_ev": [-3.25, -3.25], "total_energy_ev": -21156.834, "species": ["C", "C", "C", "C", "C", "N", "N", "O", "S", "H", "H", "H", "H", "H", "H", "H"], "coordinates": [[0.5357, -1.6283, -0.4022], [-2.1893, -1.2734, 0.7936], [-0.2586, -0.5782, -0.2522], [0.1797, 2.0925, -0.4192], [0.6222, 0.6407, -0.1979], [-1.5748, -0.4085, 0.0301], [1.8498, 0.2164, -0.7670], [1.7965, -1.2453, -0.9535], [-1.7012, -2.7736, 1.3723], [0.4332, -2.7406, -0.4999], [-3.2567, -1.0813, 0.9716], [0.0392, 2.5130, -1.3718], [-0.8695, 2.2101, -0.0341], [0.7934, 2.6903, 0.3097], [0.8146, 0.9050, 1.8187], [2.7858, 0.4613, -0.3983]], "atomic_forces_ev_per_a": [[1.90, -1.84, -2.33], [-0.61, -0.13, -0.94], [0.21, 1.87, 0.93], [-0.79, -0.21, 3.57], [0.83, -0.49, 0.68], [-0.96, 0.15, 0.85], [-0.60, -0.82, -0.39], [-0.13, 1.35, 1.85], [0.30, -0.57, 0.42], [-0.28, 1.61, 0.34], [0.30, 0.46, -0.01], [0.83, 0.08, -1.81], [0.91, -0.62, 0.17], [-0.51, -0.19, -1.32], [-0.11, -0.31, -1.92], [-1.29, -0.35, -0.09]], "nbo_charge": [0.09, -0.05, -0.01, -0.69, 0.27, -0.58, -0.35, -0.37, -0.46, 0.24, 0.15, 0.20, 0.25, 0.23, -0.32, 0.39]}

# 5
{"formula": "C6H10O", "method": "ωB97M-V/def2-TZVPD", "smiles": "O[C@@H]1C=CCCC1", "largest_force_ha_per_bohr": 0.056, "orbital_gap_ev": 10.3, "homo_energy_ev": -9.31, "total_energy_ev": -8428.992, "species": ["O", "C", "C", "C", "C", "C", "C", "H", "H", "H", "H", "H", "H", "H", "H", "H", "H"], "coordinates": [[1.8745, -0.9449, 1.2294], [1.4440, -0.5308, -0.0465], [1.1183, 1.2502, -0.3269], [-0.1248, 1.7743, -0.3354], [-1.4710, 0.8874, 0.0630], [-1.2355, -0.6185, 0.2469], [0.2018, -1.2642, -0.5008], [1.1019, -1.2324, 1.7364], [2.3392, -0.5396, -0.6703], [2.1142, 1.6792, -0.5403], [-0.5199, 2.7972, -0.4981], [-2.2401, 1.0805, -0.7081], [-1.7700, 1.4137, 0.9838], [-1.1875, -0.8790, 1.3230], [-1.9854, -1.2616, -0.2288], [0.0853, -2.3018, -0.1623], [0.1696, -1.2300, -1.6052]], "atomic_forces_ev_per_a": [[-0.33, 0.50, 0.00], [-0.88, 2.72, -0.28], [-0.49, -2.37, 0.82], [-1.09, -1.97, 0.62], [2.09, 0.95, -0.77], [2.27, -0.68, -1.07], [-1.99, 1.25, 0.80], [0.18, 0.22, -0.11], [-0.32, -0.71, -0.19], [-1.04, 0.39, 0.13], [1.19, -0.44, -0.14], [0.43, 0.00, 0.33], [-0.23, -0.54, -0.20], [0.09, 0.03, -0.58], [-0.17, 0.45, 0.31], [0.75, 0.09, -0.22], [-0.47, 0.08, 0.56]], "nbo_charge": [-0.71, 0.11, -0.25, -0.20, -0.44, -0.40, -0.44, 0.47, 0.18, 0.21, 0.21, 0.21, 0.22, 0.19, 0.21, 0.21, 0.22]}